1.
Computed, not measured: a molecular structure, C41H42BBrN6OPS2TeV at a distorted geometry, with wB97M-V/def2-TZVPD.

Structure (XYZ):
```
97
Properties=species:S:1:pos:R:3:forces:R:3
V 1.0000 0.9758 1.1088 -0.0086 -1.5434 0.1659
C 4.6824 3.4035 -2.4229 -0.0031 -0.0943 -0.0025
C 4.0154 2.1569 -1.9017 0.0566 0.2844 -0.0717
C 4.2788 0.8912 -2.3996 0.1861 -0.0962 -0.2067
C 3.6389 -0.2225 -1.8812 -0.0189 -0.1115 0.0121
C 2.7274 -0.0145 -0.8722 0.0557 0.0921 -0.0482
Br 1.8382 -1.4645 -0.0126 0.0680 0.3139 -0.3368
N 2.4230 1.1892 -0.3937 0.7579 0.0491 -0.6847
C 3.0750 2.2473 -0.8927 -0.2330 -0.0763 0.2080
H 5.4017 3.1722 -3.2071 -0.0170 -0.0430 0.0228
H 5.2124 3.9271 -1.6260 -0.0221 -0.0289 0.0040
H 3.9471 4.0949 -2.8406 -0.0154 -0.0531 0.0322
H 5.0050 0.7690 -3.1964 -0.0530 -0.0145 0.0426
H 3.8414 -1.2208 -2.2406 0.0159 0.0164 0.0047
H 2.8197 3.2046 -0.4533 -0.0330 0.0044 0.0066
C 3.5585 2.5932 5.0119 -0.1033 -0.2718 -0.0108
N 3.0544 1.2227 5.0348 0.1060 0.5294 0.2941
C 2.6384 0.5509 6.1779 0.1329 0.3406 -0.2055
C 2.2324 -0.6632 5.7738 -0.0888 -0.1664 -0.4159
N 2.3841 -0.7356 4.3954 0.1943 -0.3276 0.1880
B 2.3644 -2.0985 3.6318 -0.1607 -0.1350 0.0518
N 0.8626 -2.5919 3.3530 0.4033 -0.2120 -0.1094
C 0.5779 -3.9463 3.4908 0.1351 0.4205 0.0560
C -0.7221 -4.1388 3.1994 -0.1806 0.1820 -0.0394
N -1.2345 -2.8989 2.8725 -0.5649 -0.1357 -0.0857
C -2.6573 -2.6414 2.6383 0.3573 -0.1179 -0.0201
C -0.2520 -1.9739 2.9441 0.0314 0.1477 0.1164
S -0.5864 -0.2962 2.6038 0.1501 -0.0830 0.2484
C 2.8927 0.4325 3.9600 -0.2489 -0.3282 -0.2168
S 3.2257 0.8778 2.3114 -0.1224 -0.0129 0.6025
H 3.2611 3.0765 5.9386 0.0129 0.0288 -0.0098
H 3.1229 3.1115 4.1642 -0.0258 0.0284 -0.0299
H 4.6427 2.6030 4.9224 0.0269 -0.0265 0.0026
H 2.6740 1.0027 7.1543 0.0366 0.0070 -0.0682
H 1.8599 -1.4973 6.3423 0.0249 0.0072 -0.0481
H 2.8198 -2.9466 4.3813 -0.1096 0.2272 -0.2052
H 2.9807 -2.0068 2.6059 -0.1005 0.0169 0.0907
H 1.3365 -4.6397 3.8074 -0.0131 0.0438 -0.0173
H -1.3361 -5.0231 3.2131 0.0276 0.0483 -0.0156
H -2.9850 -3.1760 1.7519 -0.0205 -0.0669 -0.0667
H -2.7910 -1.5780 2.4804 -0.0162 0.0376 -0.0078
H -3.2243 -2.9620 3.5098 -0.0240 -0.0026 0.0046
O 0.6627 2.3720 3.5561 -0.1927 0.1618 -0.3661
N 0.3767 2.5540 2.1778 -0.0677 0.8256 1.2179
C -0.0968 3.7213 2.0032 -0.3476 0.1281 -0.8187
C -0.6521 4.2900 0.7450 0.3880 -0.1970 0.7972
C -1.0030 5.6342 0.8854 -0.0937 0.2154 -0.1346
C -1.6638 6.3156 -0.1212 0.0345 -0.0645 0.0309
C -2.0111 5.6318 -1.2778 -0.0204 0.0820 -0.0021
C -1.6684 4.2973 -1.4195 0.0135 -0.1111 -0.1172
C -0.9628 3.6048 -0.4364 -0.0336 -0.3174 -0.0585
P -0.5892 1.8045 -0.7299 -0.4005 0.4280 -0.0402
C 0.1201 1.8392 -2.4221 0.0121 -0.0254 0.0472
C 0.1428 0.6444 -3.1412 0.1079 0.0072 -0.0608
C 0.6996 0.5934 -4.4131 -0.0320 -0.0023 0.0971
C 1.2518 1.7334 -4.9798 0.0143 0.0973 0.0325
C 1.2595 2.9231 -4.2606 -0.0307 -0.1364 0.0165
C 0.7041 2.9720 -2.9881 0.0292 0.1174 0.0214
C -2.2887 1.1518 -0.9486 0.0380 0.0993 0.0054
C -2.9223 1.0172 -2.1810 -0.0102 -0.0124 -0.1113
C -4.2353 0.5673 -2.2518 0.0425 0.0014 0.0556
C -4.9295 0.2519 -1.0902 0.1078 0.0121 0.0299
C -4.3044 0.3902 0.1432 0.0025 -0.0003 -0.0735
C -2.9912 0.8347 0.2126 -0.0630 -0.0098 0.0658
H 0.3604 1.4528 3.7223 0.1195 -0.0541 -0.0388
H -0.1640 4.3424 2.8884 -0.0825 0.0973 0.0286
H -0.7605 6.1419 1.8121 -0.0340 0.0020 -0.0523
H -1.9254 7.3585 0.0070 0.0116 -0.0532 -0.0169
H -2.5562 6.1341 -2.0682 0.0295 -0.0343 0.0419
H -1.9575 3.7777 -2.3271 0.0214 0.0171 0.0577
H -0.2863 -0.2533 -2.7093 0.0245 0.0409 -0.0824
H 0.6925 -0.3426 -4.9590 0.0031 0.0329 0.0060
H 1.6716 1.6980 -5.9774 -0.0023 0.0030 0.0263
H 1.6903 3.8189 -4.6910 -0.0052 -0.0238 0.0033
H 0.7294 3.9099 -2.4448 -0.0489 -0.0433 -0.0164
H -2.3900 1.2455 -3.0965 -0.0341 0.0259 0.0208
H -4.7178 0.4686 -3.2161 0.0237 -0.0063 0.0101
H -5.9520 -0.0989 -1.1459 0.0083 0.0114 -0.0019
H -4.8377 0.1482 1.0544 0.0098 0.0117 -0.0202
H -2.5126 0.9174 1.1806 0.0165 0.0119 -0.0276
C -3.0711 -3.2388 -2.3275 -0.0598 -0.3032 -0.0416
Te -1.4449 -2.3230 -1.3151 -0.0782 0.2152 0.3828
C -0.3763 -4.1168 -1.6961 -0.1377 -0.3278 -0.0633
C -1.4270 -5.1369 -2.0997 0.0971 0.0624 -0.0256
C -1.1119 -6.4944 -2.1795 0.0008 0.0776 -0.0053
C -2.0634 -7.4187 -2.5757 -0.1000 0.0592 -0.0140
C -3.3492 -6.9937 -2.9018 0.1144 -0.0272 0.0278
C -3.6709 -5.6499 -2.8222 0.0630 0.0768 0.0365
C -2.7174 -4.7131 -2.4181 -0.0684 0.1196 -0.0199
H -3.1934 -2.7799 -3.3071 -0.0062 -0.0612 -0.0475
H -3.9836 -3.0755 -1.7573 -0.0146 -0.0339 -0.0073
H 0.1605 -4.4230 -0.8001 -0.0119 -0.0382 0.0072
H 0.3477 -3.9414 -2.4893 0.0148 -0.0806 -0.0507
H -0.1104 -6.8257 -1.9276 -0.0260 0.0184 -0.0061
H -1.8068 -8.4689 -2.6282 -0.0096 0.0177 -0.0051
H -4.0976 -7.7111 -3.2137 0.0212 0.0116 0.0149
H -4.6736 -5.3189 -3.0709 0.0458 -0.0028 0.0133
```
Positions in Å, forces in eV/Å.

The spin multiplicity is 4. Its total charge is +1. The LUMO energy (spin up / spin down) comes out at -2.6 / -2.8 eV. The value obtained for the total energy is -6939.8831 a.u. Its energy above the lowest of the compared OMol25 structures with the same formula, charge and spin is 18.4 kcal/mol.

***

2.
Computed, not measured: 3 unconnected molecules or ions with the total composition C41H42O9S at a distorted geometry, with wB97M-V/def2-TZVPD.

Structure (XYZ):
```
93
Properties=species:S:1:pos:R:3:forces:R:3
C 1.3537 -1.7040 1.9181 -0.4269 -0.2361 0.5297
O 0.8243 -0.3999 1.6685 1.0209 -0.4465 -0.8593
C 1.6263 0.2018 0.6422 0.0446 0.7589 0.2212
C 1.3322 -0.3319 -0.8025 -0.1587 -0.2353 0.9747
C -0.0960 -0.9512 -0.9565 0.0610 0.1325 -1.1014
C -0.0795 -2.5092 -1.1188 -0.9737 0.1252 0.9995
C -1.3864 -3.1458 -0.5155 0.5762 0.3725 -0.5601
C -2.5975 -2.6502 -1.3528 0.0226 -0.2540 -0.2060
C -3.9418 -3.4043 -1.1037 0.1189 -0.0395 0.5465
C -4.1605 -3.9340 0.3468 -1.2310 0.2038 0.0061
C -4.7258 -2.8660 1.3582 0.9408 -0.6636 -0.0232
C -3.9743 -1.4997 1.3503 -1.5098 0.2846 0.2505
C -4.5279 -0.4560 0.3363 0.9298 -0.5894 0.0400
C -5.8940 0.2353 0.6361 0.4055 0.1574 -1.0444
O -5.7090 1.5709 0.0699 1.8428 0.4626 0.8263
S -4.1813 2.0443 0.5059 2.6095 2.0047 -0.5551
O -4.1852 2.5761 1.8794 -0.4222 -1.9614 -2.4823
O -3.4647 2.8882 -0.4734 -2.4688 -1.8209 1.7349
O -3.4666 0.5561 0.2926 -2.2339 2.0409 1.1229
H 1.7894 -1.7072 2.9391 -0.3467 -0.2428 -0.4546
H 2.1514 -2.0104 1.2153 -0.3667 0.3011 0.2001
H 0.5274 -2.4380 1.8116 0.5034 0.2561 0.3489
H 2.6920 0.0464 0.9319 -0.5033 0.1247 -0.4231
H 1.4701 1.2990 0.7087 -0.2138 -0.6385 -0.0537
H 1.4539 0.5207 -1.4955 0.1753 -0.6061 0.2057
H 2.0792 -1.1249 -1.0096 -0.3659 0.5877 -0.3222
H -0.5137 -0.5162 -1.8917 0.0565 -0.2690 0.5752
H -0.7908 -0.6501 -0.1479 0.5719 -0.1332 -0.2224
H -0.0636 -2.8002 -2.1854 0.5491 0.1264 0.4898
H 0.7812 -2.8901 -0.5395 -0.2394 -0.0962 -0.6540
H -1.3327 -4.2568 -0.5274 0.0051 0.5871 -0.1281
H -1.4110 -2.8488 0.5513 -0.3051 -0.1104 -0.4737
H -2.3268 -2.8258 -2.4198 -0.1369 0.1669 0.5701
H -2.6882 -1.5460 -1.2699 -0.0163 -0.6749 0.1448
H -4.8223 -2.7654 -1.3411 0.5552 -0.3327 -0.0494
H -3.9990 -4.2633 -1.7984 0.1005 0.3392 0.3331
H -3.2882 -4.4448 0.7903 -0.1832 0.4001 -0.4049
H -4.9574 -4.7097 0.2736 0.5543 0.3126 0.1000
H -4.6002 -3.3134 2.3687 -0.1524 0.3407 -0.5128
H -5.8241 -2.7682 1.2198 0.6215 0.2590 -0.0779
H -4.1268 -1.0364 2.3519 0.1963 -0.1293 -0.5765
H -2.8846 -1.5731 1.2135 -0.5469 -0.1994 -0.0970
H -4.5755 -0.7541 -0.7275 -0.0416 -0.4205 0.7087
H -6.2239 0.2970 1.6862 0.2889 -0.0877 -0.4184
H -6.6481 -0.1815 -0.0529 0.1252 -0.0827 0.8121
O 2.1337 2.1158 4.0232 0.0420 0.0277 0.1040
C 1.5687 2.6426 4.9614 0.2038 -0.2380 -0.5569
C 0.3751 3.4943 4.7401 -0.1786 0.1248 -0.0163
C -0.1105 3.6692 3.4467 -0.1510 0.0905 -0.0704
C -1.2499 4.4304 3.2317 0.0609 -0.0184 0.0605
C -1.9094 5.0195 4.3069 0.1316 -0.0641 0.0722
C -1.4196 4.8621 5.5954 -0.1255 0.0656 -0.1680
C -0.2730 4.1036 5.8158 -0.0574 -0.0173 -0.1842
C 0.2508 3.9546 7.1951 -0.3520 0.3359 0.4378
O -0.2813 4.5286 8.1265 0.0860 -0.0858 -0.0846
C 1.4325 3.0852 7.4196 0.1957 -0.1409 0.0254
C 1.9145 2.9056 8.7136 0.1465 -0.1181 0.0878
C 2.9980 2.0697 8.9392 -0.0687 0.0376 -0.1050
C 3.6044 1.4094 7.8742 -0.0987 0.0792 -0.0651
C 3.1362 1.5963 6.5818 0.1173 -0.0680 0.1701
C 2.0521 2.4386 6.3495 0.0688 -0.0484 0.2533
H 0.3968 3.2072 2.6099 0.0605 -0.0742 0.1249
H -1.6293 4.5608 2.2258 -0.0125 -0.0392 0.0346
H -2.8058 5.6031 4.1387 0.0237 -0.0227 -0.0027
H -1.9321 5.3250 6.4286 0.1320 -0.0591 0.0659
H 1.4420 3.4140 9.5439 -0.0937 0.0412 -0.1272
H 3.3690 1.9283 9.9468 -0.0129 0.0059 -0.0268
H 4.4446 0.7499 8.0531 -0.0194 0.0216 -0.0098
H 3.6121 1.0840 5.7558 -0.1099 0.1008 -0.0774
O 3.5344 -0.0980 -8.9702 -0.0242 -0.0330 0.1404
C 3.3295 -0.3351 -7.7954 0.1071 0.1326 -0.6288
C 2.2357 -1.2520 -7.3888 -0.1693 -0.1428 0.0828
C 1.4525 -1.8609 -8.3659 -0.1431 -0.1370 -0.0036
C 0.4528 -2.7490 -7.9977 0.0889 0.0677 0.0622
C 0.2313 -3.0341 -6.6531 0.0973 0.0996 0.0028
C 0.9979 -2.4171 -5.6757 -0.1554 -0.1229 -0.0857
C 1.9982 -1.5199 -6.0400 -0.1020 -0.1012 -0.1898
C 2.7994 -0.8529 -4.9852 -0.1282 -0.1045 0.6172
O 2.5562 -1.0458 -3.8093 0.0280 0.0018 -0.1167
C 3.9053 0.0475 -5.3912 0.1652 0.1389 -0.0722
C 4.6891 0.6533 -4.4126 0.1609 0.1126 0.0098
C 5.7464 1.4718 -4.7811 -0.0870 -0.0687 -0.0674
C 6.0257 1.6883 -6.1277 -0.1210 -0.0829 0.0006
C 5.2389 1.0978 -7.1058 0.1489 0.1152 0.0877
C 4.1729 0.2796 -6.7411 0.1424 0.0790 0.1806
H 1.6259 -1.6451 -9.4121 0.1173 0.0768 0.0734
H -0.1525 -3.2248 -8.7592 0.0201 0.0158 0.0179
H -0.5416 -3.7371 -6.3680 0.0165 0.0259 -0.0056
H 0.8205 -2.6364 -4.6306 0.1113 0.1200 0.0070
H 4.4769 0.4829 -3.3650 -0.1055 -0.0923 -0.0755
H 6.3572 1.9391 -4.0188 -0.0207 -0.0145 -0.0190
H 6.8572 2.3202 -6.4137 -0.0285 -0.0144 0.0028
H 5.4570 1.2711 -8.1515 -0.1397 -0.0831 -0.0032
```
Positions in Å, forces in eV/Å.

The spin multiplicity is 1. Its total charge is 0. The LUMO energy comes out at -1.0 eV. The value obtained for the total energy is -2662.8498 a.u.

***

3.
Computed, not measured: a molecular structure, C41H42P2Sn at a distorted geometry, with wB97M-V/def2-TZVPD.

Structure (XYZ):
```
86
Properties=species:S:1:pos:R:3:forces:R:3
Sn 0.5127 1.3639 -1.1338 -0.0686 0.3848 -0.0464
C 3.8642 0.1790 5.0640 -0.1948 -0.6217 -0.4447
C 3.1484 -0.7126 4.3486 0.9531 0.5488 -0.3159
C 1.8415 -1.3918 4.6290 -0.2850 -0.7300 0.1842
C 0.6018 -0.5039 4.3815 0.1520 -0.5794 -0.0431
C 0.4211 0.6782 5.2846 -0.5240 0.3081 -0.3557
C 1.1448 1.0374 6.3345 -0.0709 0.5114 0.5126
C 2.2387 0.2988 7.0209 0.8888 -0.4470 0.2357
C 3.6307 0.6662 6.4633 -0.1145 0.2770 0.6530
C 1.3209 3.4408 -1.1873 -0.3323 0.8039 -0.9729
H 4.7925 0.5325 4.6101 -0.1434 -0.1167 0.0542
H 3.5773 -1.0383 3.3752 -0.0924 0.5312 0.6097
H 1.8212 -1.8439 5.6367 -0.1590 0.1560 -0.7010
H 1.7991 -2.2490 3.9322 -0.2107 0.2776 0.2780
H 0.6683 -0.1521 3.3356 -0.0615 0.1078 0.1980
H -0.3003 -1.1326 4.4100 0.1291 0.0672 0.0560
H -0.4517 1.3023 5.0298 0.5586 -0.0652 -0.0212
H 0.9608 2.0029 6.8148 -0.4094 -0.2117 -0.2160
H 2.1400 -0.7773 6.9180 -0.1174 0.1978 0.2528
H 2.1954 0.4855 8.1067 0.0619 0.1664 -0.4315
H 3.7938 1.7570 6.5618 -0.1018 -0.3104 -0.3278
H 4.4107 0.2456 7.1247 -0.2360 -0.0352 -0.2975
H 2.3015 3.4360 -0.7190 -0.0802 -0.4039 -0.0190
H 0.6123 3.9794 -0.5308 0.0983 -0.3674 -0.2570
H 1.4061 3.9496 -2.1541 -0.3455 -0.2698 0.0817
P 0.1404 -1.2294 -2.8430 0.3545 -2.4840 0.6271
P -2.2754 0.9156 -2.5593 -2.3451 -0.2270 0.8396
C -1.4217 -1.6699 -2.0650 -1.4940 1.1762 0.4766
C -2.4722 -0.8270 -2.0820 0.9332 -0.7159 -0.0922
C 0.0079 -2.5143 -4.2204 0.2161 0.6193 -1.0702
C -0.7245 -3.7033 -4.0676 -0.0602 -0.1085 0.1026
C -0.7924 -4.6487 -5.1005 0.1067 0.2534 0.1354
C -0.1584 -4.4157 -6.3225 0.2044 0.4638 0.2447
C 0.5439 -3.2144 -6.4990 -0.0801 -0.0780 0.1034
C 0.6175 -2.2639 -5.4703 -0.0559 -0.1671 0.3413
C 1.1153 -2.1725 -1.5880 0.4917 -0.4063 -0.0816
C 0.9677 -1.8708 -0.2128 0.5378 0.9480 -0.5710
C 2.0648 -2.0824 0.6273 0.2497 -0.5405 0.0962
C 3.0603 -2.9928 0.2382 -0.1004 0.0847 -0.3623
C 3.0232 -3.5579 -1.0473 -0.1127 -0.0803 0.2997
C 2.1073 -3.0782 -1.9921 -0.1163 0.2851 0.3487
C -3.8438 0.9092 -3.6081 0.5245 0.1917 -0.6603
C -3.8862 0.0068 -4.6880 -0.1663 0.1294 0.0655
C -5.0558 -0.1266 -5.4380 -0.1094 0.0395 0.0660
C -6.1938 0.6363 -5.1379 0.4061 0.0444 0.1962
C -6.1349 1.5431 -4.0743 0.0562 -0.1738 -0.1065
C -4.9676 1.6927 -3.3203 0.1311 -0.0123 0.0369
C -2.9819 1.6718 -1.0361 0.5680 0.2423 0.0467
C -2.7978 3.0595 -0.9006 0.1724 -0.2871 0.2273
C -3.2612 3.7168 0.2334 -0.1172 0.0456 0.1665
C -3.9258 2.9984 1.2337 0.0402 -0.0324 -0.1343
C -4.1185 1.6201 1.0960 0.0666 0.0493 -0.1164
C -3.6436 0.9522 -0.0358 -0.1045 0.1540 0.2275
H -1.4950 -2.6549 -1.5967 -0.0744 0.1677 -0.3888
H -3.4953 -1.1584 -1.8453 0.5599 0.1733 0.0591
H -1.2606 -3.9177 -3.1419 0.2647 -0.0411 -0.3311
H -1.3426 -5.5772 -4.9407 0.1208 0.3115 -0.0076
H -0.2083 -5.1575 -7.1259 0.0255 0.3446 0.3322
H 1.0419 -3.0216 -7.4498 -0.1449 0.0200 0.2824
H 1.1609 -1.3259 -5.6267 -0.1622 -0.3837 -0.0212
H 0.0412 -1.4429 0.2011 0.4619 0.2188 -0.3267
H 2.1535 -1.5266 1.5650 -0.3186 -0.6170 0.0121
H 3.8430 -3.2910 0.9385 -0.2092 0.2214 -0.2323
H 3.7118 -4.3619 -1.3293 -0.1533 0.4653 0.1548
H 2.1375 -3.4362 -3.0245 0.1049 0.2509 0.3269
H -3.0197 -0.6182 -4.9181 -0.2236 0.1842 -0.0254
H -5.0911 -0.8339 -6.2650 0.0683 0.1363 0.2037
H -7.1122 0.5257 -5.7290 0.4935 0.0674 0.3078
H -7.0095 2.1391 -3.8285 0.1658 -0.0726 0.0000
H -4.9524 2.3936 -2.4855 -0.0338 -0.1110 -0.2667
H -2.2874 3.6126 -1.6915 -0.1282 -0.0231 0.1524
H -3.1023 4.7908 0.3320 -0.1225 -0.2716 0.0200
H -4.2987 3.5152 2.1194 0.1267 -0.1603 -0.2694
H -4.6397 1.0543 1.8713 0.1690 0.2253 -0.2337
H -3.7957 -0.1246 -0.1213 0.0284 0.4177 0.0983
C 4.1149 2.7611 2.6061 -0.1438 -0.8365 -0.3749
C 4.3984 1.9949 1.4712 -0.6303 0.0734 -0.1200
C 3.3295 1.5225 0.6433 0.7406 -0.5152 -0.6564
C 2.0217 1.7681 0.9847 1.4401 0.4953 1.8964
C 1.7309 2.4893 2.1337 -1.2048 -0.0240 0.0236
C 2.7804 2.9325 2.9693 0.0545 0.1426 -0.1305
H 4.9434 3.1448 3.2186 -0.5670 -0.2196 -0.2317
H 5.4470 1.7493 1.2551 -0.6428 0.1059 -0.3173
H 3.5493 1.0098 -0.2966 0.3184 -0.0761 0.3402
H 0.6959 2.7366 2.3924 0.3889 -0.2096 0.1885
H 2.5644 3.4001 3.9371 -0.2640 -0.0531 -0.5839
```
Positions in Å, forces in eV/Å.

The spin multiplicity is 1. Its total charge is +2. The LUMO energy (spin up / spin down) comes out at -9.1 / -9.8 eV. The value obtained for the total energy is -2483.7042 a.u. Its energy above the lowest of the compared OMol25 structures with the same formula, charge and spin is 19.7 kcal/mol.